C28H59BrFN7O7 | the ωB97M-V functional and the def2-TZVPD basis

## Properties
LUMO energy = -0.0004 Ha
Total energy = -4686.00155 hartree
Kohn-Sham gap = 8.2 eV

Each atom is followed by the atoms it is bonded to, with distances in Å.
Cartesian coordinates (Å):
1 C 1.086 1.805 1.530  C2 1.532, H27 1.096, H28 1.088, H29 1.090
2 C 2.038 1.078 0.574  C1 1.532, Br3 1.995, C4 1.535, H30 1.084
3 Br 3.508 0.340 1.703  C2 1.995
4 C 2.736 1.967 -0.464  C2 1.535, C5 1.550, H31 1.093, H32 1.097
5 C 1.854 2.594 -1.575  C4 1.550, C6 1.554, N11 1.517, C21 1.556
6 C 0.960 3.811 -1.206  C5 1.554, C7 1.535, H33 1.093, H34 1.095
7 C -0.476 3.463 -0.788  C6 1.535, C8 1.525, H35 1.097, H36 1.091
8 C -1.546 4.346 -1.422  C7 1.525, N9 1.440, O10 1.202
9 N -2.884 4.103 -0.950  C8 1.440, H37 1.012, H38 1.016
10 O -1.341 5.185 -2.258  C8 1.202
11 N 2.896 3.271 -2.447  C5 1.517, C12 1.351, H39 1.019
12 C 3.303 2.376 -3.374  N11 1.351, N13 1.304, N17 1.360
13 N 4.533 2.149 -3.745  C12 1.304, C14 1.466, H40 1.009
14 C 4.814 1.147 -4.778  N13 1.466, C15 1.522, F16 1.367, H41 1.091
15 C 5.245 -0.165 -4.140  C14 1.522, H42 1.091, H43 1.095, H44 1.089
16 F 5.863 1.598 -5.531  C14 1.367
17 N 2.200 1.732 -3.840  C12 1.360, C18 1.516, C21 1.510
18 C 1.602 2.379 -5.075  N17 1.516, O19 1.241, O20 1.226
19 O 1.333 3.589 -5.024  C18 1.241
20 O 1.433 1.627 -6.028  C18 1.226
21 C 1.246 1.671 -2.670  C5 1.556, N17 1.510, C22 1.537, H45 1.094
22 C 1.093 0.168 -2.388  C21 1.537, C23 1.540, H46 1.095, H47 1.092
23 C -0.281 -0.133 -1.762  C22 1.540, C24 1.553, H48 1.098, H49 1.093
24 C -0.593 -1.643 -1.582  C23 1.553, C25 1.542, H50 1.090, H51 1.092
25 C -0.474 -2.050 -0.099  C24 1.542, N26 1.495, H52 1.093, H53 1.095
26 N 0.925 -2.501 0.174  C25 1.495, H54 1.015, H55 1.014
27 H 0.071 1.660 1.144  C1 1.096
28 H 1.091 1.345 2.515  C1 1.088
29 H 1.259 2.881 1.583  C1 1.090
30 H 1.546 0.203 0.164  C2 1.084
31 H 3.570 1.402 -0.887  C4 1.093
32 H 3.160 2.805 0.101  C4 1.097
33 H 1.468 4.483 -0.508  C6 1.093
34 H 0.878 4.370 -2.143  C6 1.095
35 H -0.562 3.625 0.294  C7 1.097
36 H -0.760 2.423 -0.952  C7 1.091
37 H -3.314 3.350 -1.473  N9 1.012
38 H -2.864 3.889 0.043  N9 1.016
39 H 3.650 3.666 -1.888  N11 1.019
40 H 5.327 2.634 -3.356  N13 1.009
41 H 3.914 0.989 -5.375  C14 1.091
42 H 4.574 -0.431 -3.322  C15 1.091
43 H 6.254 -0.061 -3.728  C15 1.095
44 H 5.299 -0.966 -4.876  C15 1.089
45 H 0.354 2.132 -3.104  C21 1.094
46 H 1.935 -0.217 -1.805  C22 1.095
47 H 1.125 -0.323 -3.364  C22 1.092
48 H -0.297 0.322 -0.762  C23 1.098
49 H -1.053 0.388 -2.335  C23 1.093
50 H 0.067 -2.236 -2.215  C24 1.090
51 H -1.644 -1.777 -1.849  C24 1.092
52 H -1.134 -2.889 0.136  C25 1.093
53 H -0.739 -1.221 0.566  C25 1.095
54 H 1.223 -2.065 1.042  N26 1.015
55 H 1.536 -2.126 -0.544  N26 1.014
56 C -2.539 6.235 5.968  O57 1.416, H65 1.089, H66 1.095, H67 1.093
57 O -3.277 5.052 6.216  C56 1.416, C58 1.424
58 C -4.688 5.246 6.204  O57 1.424, C59 1.515, H68 1.093, H69 1.094
59 C -5.316 4.528 5.028  C58 1.515, N60 1.459, H70 1.094, H71 1.098
60 N -4.967 5.178 3.769  C59 1.459, C61 1.461, H72 1.012
61 C -5.337 4.413 2.582  N60 1.461, C62 1.527, H73 1.093, H74 1.094
62 C -4.639 3.074 2.356  C61 1.527, O63 1.421, H75 1.094, H76 1.095
63 O -3.249 3.186 2.080  C62 1.421, C64 1.419
64 C -2.409 3.225 3.224  O63 1.419, H77 1.092, H78 1.092, H79 1.092
65 H -1.485 6.004 6.114  C56 1.089
66 H -2.679 6.585 4.940  C56 1.095
67 H -2.821 7.027 6.667  C56 1.093
68 H -4.949 6.308 6.204  C58 1.093
69 H -5.078 4.809 7.129  C58 1.094
70 H -6.404 4.534 5.141  C59 1.094
71 H -4.973 3.485 5.053  C59 1.098
72 H -3.967 5.332 3.750  N60 1.012
73 H -5.122 5.048 1.718  C61 1.093
74 H -6.419 4.250 2.590  C61 1.094
75 H -5.082 2.628 1.461  C62 1.094
76 H -4.816 2.361 3.169  C62 1.095
77 H -2.816 2.643 4.053  C64 1.092
78 H -2.225 4.254 3.542  C64 1.092
79 H -1.446 2.796 2.941  C64 1.092
80 C 0.147 -10.162 0.526  O81 1.415, H89 1.089, H90 1.095, H91 1.094
81 O 0.968 -9.160 1.098  C80 1.415, C82 1.424
82 C 2.226 -9.012 0.449  O81 1.424, C83 1.515, H92 1.094, H93 1.094
83 C 2.316 -7.669 -0.246  C82 1.515, N84 1.459, H94 1.094, H95 1.098
84 N 1.433 -7.618 -1.406  C83 1.459, C85 1.462, H96 1.012
85 C 1.290 -6.283 -1.984  N84 1.462, C86 1.528, H97 1.094, H98 1.095
86 C 0.618 -5.209 -1.131  C85 1.528, O87 1.419, H99 1.090, H100 1.091
87 O -0.758 -5.451 -0.881  C86 1.419, C88 1.416
88 C -1.028 -6.261 0.250  O87 1.416, H101 1.093, H102 1.093, H103 1.091
89 H -0.731 -10.273 1.161  C80 1.089
90 H -0.185 -9.880 -0.478  C80 1.095
91 H 0.669 -11.122 0.485  C80 1.094
92 H 2.418 -9.832 -0.250  C82 1.094
93 H 2.994 -9.055 1.228  C82 1.094
94 H 3.346 -7.503 -0.576  C83 1.094
95 H 2.060 -6.896 0.490  C83 1.098
96 H 0.516 -7.946 -1.133  N84 1.012
97 H 0.700 -6.399 -2.898  C85 1.094
98 H 2.278 -5.925 -2.292  C85 1.095
99 H 0.652 -4.280 -1.699  C86 1.090
100 H 1.153 -5.011 -0.201  C86 1.091
101 H -0.283 -6.129 1.038  C88 1.093
102 H -1.097 -7.316 -0.028  C88 1.093
103 H -2.002 -5.966 0.643  C88 1.091